5 unconnected molecules or ions with the total composition C24H56FNO7S. Source: the OMol25 dataset; level of theory: the ωB97M-V functional and the def2-TZVPD basis.

The HOMO energy is -9.0 eV. For the strongest force on any atom, the calculation gives 0.598 eV Å⁻¹. Its total energy is -55171.013 eV. The calculation puts the frontier orbital gap at 9.522 eV. Its SMILES is NCCCCC[C@@H]1CCOS(=O)(=O)[C@H]1CCCF.CC(C)O.CC(C)O.CC(C)O.CC(C)O.

Element x y z (Å)
1 N 1.02206 1.38513 2.43880
2 C 2.15388 0.46902 2.24071
3 C 2.58494 0.42108 0.77344
4 C 2.03637 -0.75707 -0.04675
5 C 0.63580 -0.50308 -0.65302
6 C -0.43136 -1.56132 -0.33348
7 C -1.09154 -1.45006 1.05619
8 C -0.48539 -2.45306 2.04739
9 C -1.05941 -2.22393 3.42958
10 O -2.48028 -2.49635 3.52128
11 S -3.29602 -2.77163 2.19619
12 O -3.02078 -4.11227 1.76107
13 O -4.64380 -2.41168 2.50355
14 C -2.62254 -1.67373 0.93009
15 C -3.50607 -0.40856 0.79912
16 C -2.78517 0.89201 0.42387
17 C -2.42770 1.72703 1.65035
18 F -2.13898 0.91731 2.77177
19 H 0.50172 1.16643 3.28001
20 H 0.37164 1.30524 1.66747
21 H 2.98870 0.83372 2.84178
22 H 1.93227 -0.54913 2.59094
23 H 2.29495 1.35762 0.28822
24 H 3.67548 0.38898 0.74888
25 H 2.03518 -1.67520 0.54578
26 H 2.72807 -0.91090 -0.87735
27 H 0.26425 0.48432 -0.36363
28 H 0.73780 -0.48695 -1.74025
29 H 0.03630 -2.54988 -0.40976
30 H -1.19402 -1.53599 -1.11618
31 H -0.89911 -0.46871 1.48654
32 H 0.58941 -2.27972 2.12451
33 H -0.62865 -3.47799 1.70263
34 H -0.57548 -2.83101 4.19211
35 H -0.93702 -1.17304 3.69932
36 H -2.77867 -2.30375 0.05271
37 H -4.07234 -0.25577 1.71595
38 H -4.24923 -0.62213 0.03203
39 H -3.48341 1.50458 -0.14610
40 H -1.92612 0.72657 -0.22652
41 H -3.27370 2.35686 1.93399
42 H -1.56110 2.37430 1.50214
43 C -4.06671 5.98259 -0.21481
44 C -2.88540 5.15715 0.26708
45 C -1.61548 5.98487 0.37359
46 O -2.67942 4.02610 -0.58282
47 H -3.86354 6.38524 -1.21126
48 H -4.96516 5.36867 -0.27504
49 H -4.26090 6.82046 0.45577
50 H -3.11892 4.72849 1.24404
51 H -1.34473 6.38713 -0.60690
52 H -0.78628 5.37287 0.72866
53 H -1.74816 6.82298 1.05876
54 H -2.46688 4.35349 -1.46431
55 C -3.70105 -4.04315 -4.58220
56 C -3.61519 -3.77101 -3.08931
57 C -4.23502 -4.88600 -2.26549
58 O -4.20662 -2.51016 -2.76724
59 H -4.74737 -4.11882 -4.89171
60 H -3.23947 -3.23372 -5.14790
61 H -3.20374 -4.97894 -4.84058
62 H -2.56655 -3.65566 -2.80378
63 H -5.29659 -5.00478 -2.50118
64 H -4.15397 -4.66531 -1.20039
65 H -3.74042 -5.84018 -2.45247
66 H -5.14440 -2.55852 -2.98561
67 C 3.14049 -1.97983 -5.83631
68 C 3.24183 -1.75091 -4.33696
69 C 2.68323 -2.92298 -3.54648
70 O 2.57498 -0.54364 -3.96622
71 H 2.09353 -2.10205 -6.12870
72 H 3.54650 -1.12828 -6.38177
73 H 3.68271 -2.87760 -6.13615
74 H 4.28662 -1.58915 -4.06537
75 H 1.62115 -3.05476 -3.77560
76 H 2.77416 -2.74095 -2.47533
77 H 3.19740 -3.85470 -3.78603
78 H 1.64305 -0.65029 -4.18983
79 C 5.93348 3.81598 4.05694
80 C 5.90406 2.40850 3.48384
81 C 7.29953 1.82305 3.33941
82 O 5.21323 2.38621 2.23609
83 H 6.49091 4.48198 3.39180
84 H 4.92159 4.20753 4.15751
85 H 6.41507 3.83423 5.03555
86 H 5.30885 1.76627 4.13680
87 H 7.89525 2.43325 2.65433
88 H 7.25044 0.81202 2.93541
89 H 7.81569 1.79075 4.29984
90 H 5.69730 2.94434 1.61688